No. 1
{
  "formula": "C3H10N2Si",
  "method": "ωB97M-V/def2-TZVPD",
  "gap_ev": [6.911, 7.913],
  "lumo_ev": [-0.145, 0.952],
  "relative_energy_kj_mol": 471.7,
  "e_homo_ev": [-7.06, -6.96],
  "max_force_ha_per_bohr": 0.0756,
  "elements": ["C", "C", "C", "N", "N", "Si", "H", "H", "H", "H", "H", "H", "H", "H", "H", "H"],
  "coordinates": [[-0.109, 1.783, 0.830], [0.858, 0.589, 1.034], [-2.791, -0.391, -0.312], [-1.340, 1.355, 0.200], [-1.498, 0.054, 0.118], [-0.231, -0.935, 0.805], [-0.416, 2.216, 1.833], [0.258, 2.539, 0.261], [1.732, 0.542, 0.231], [1.288, 0.651, 2.050], [-3.471, 0.014, 0.524], [-2.982, 0.054, -1.308], [-2.986, -1.515, -0.421], [2.144, -4.990, -0.537], [0.095, -2.182, 0.047], [1.727, -4.356, -0.365]],
  "atomic_forces_ev_per_a": [[-1.40, -2.83, 2.26], [2.17, -0.10, -1.11], [-2.10, -0.03, 0.46], [-1.47, 0.32, -0.60], [1.91, -0.62, 0.16], [-0.39, -0.06, 1.19], [0.44, -0.46, -0.86], [1.27, 2.30, -1.56], [-1.60, 0.37, 1.69], [0.08, -0.22, -0.69], [0.33, -0.65, -1.75], [-0.31, 0.00, 0.67], [1.00, 1.51, 0.47], [-0.65, 0.98, 0.27], [0.08, 0.47, -0.34], [0.65, -0.98, -0.27]]
}

---

No. 2
{
  "formula": "C3H10N3",
  "method": "ωB97M-V/def2-TZVPD",
  "gap_ev": [8.673, 5.500],
  "charge": 1,
  "lumo_ev": [-4.512, -6.448],
  "relative_energy_kj_mol": 551.5,
  "e_homo_ev": [-13.19, -11.95],
  "max_force_ha_per_bohr": 0.0637,
  "elements": ["C", "C", "C", "N", "N", "N", "H", "H", "H", "H", "H", "H", "H", "H", "H", "H"],
  "coordinates": [[-0.743, 0.143, -0.988], [0.236, -0.814, -1.119], [2.299, 0.254, -0.287], [-2.232, 0.704, 1.104], [-1.944, 0.331, 2.325], [1.536, -0.713, -0.985], [-1.721, -0.292, -1.493], [-0.668, 1.214, -0.808], [-0.048, -1.633, -1.698], [3.292, 0.031, -0.216], [2.302, 1.161, -0.785], [1.846, 0.412, 0.663], [-1.092, 0.712, 2.619], [-2.110, -0.550, 2.757], [2.054, -1.168, -1.751], [-3.008, 0.207, 0.663]],
  "atomic_forces_ev_per_a": [[-3.09, -0.98, -0.44], [-0.20, 1.82, -0.48], [-2.16, 0.43, 0.58], [0.72, -0.04, 0.60], [-0.53, 0.20, -2.32], [1.59, -1.22, -1.32], [1.91, 1.52, 1.30], [0.28, -0.48, 0.06], [-0.42, -1.58, -0.57], [2.46, -1.31, 0.43], [-0.32, 2.17, -1.16], [-0.08, 0.12, 0.95], [1.20, 1.10, 0.78], [-0.96, -1.00, 0.03], [-0.32, -0.32, 0.96], [-0.09, -0.44, 0.60]]
}

---

No. 3
{
  "formula": "C3H10N3",
  "method": "ωB97M-V/def2-TZVPD",
  "gap_ev": 9.842,
  "charge": 1,
  "lumo_ev": -3.022,
  "relative_energy_kj_mol": 379.0,
  "e_homo_ev": -12.86,
  "max_force_ha_per_bohr": 0.0743,
  "elements": ["C", "C", "C", "N", "N", "N", "H", "H", "H", "H", "H", "H", "H", "H", "H", "H"],
  "coordinates": [[0.509, 0.749, -0.716], [0.560, 0.040, 0.550], [-1.648, -1.145, 0.003], [0.724, 1.366, 1.114], [1.493, 0.697, -1.613], [-0.791, -0.497, 1.039], [-0.522, 1.110, -1.020], [1.284, -0.771, 0.732], [-1.539, -0.463, -0.868], [-1.075, -2.172, -0.276], [-2.774, -1.267, 0.269], [1.649, 1.493, 1.389], [2.338, 0.283, -1.399], [1.515, 1.264, -2.485], [-0.557, -1.102, 1.797], [-1.166, 0.416, 1.484]],
  "atomic_forces_ev_per_a": [[-1.22, 0.52, 0.79], [0.21, 0.27, 0.74], [0.34, -1.68, -1.07], [-2.58, -1.71, -2.24], [-1.58, 1.60, -1.87], [-0.71, 2.30, 0.26], [1.84, 0.10, 0.35], [0.03, 0.46, -0.33], [-0.56, -0.87, 0.44], [-1.81, 2.33, 0.65], [2.32, 0.11, -0.13], [2.12, 0.42, 0.38], [1.86, -1.07, 0.58], [-0.32, -0.49, 1.37], [-0.17, -0.70, 0.86], [0.22, -1.58, -0.77]]
}

---

No. 4
{
  "formula": "C3H10N3O",
  "method": "ωB97M-V/def2-TZVPD",
  "gap_ev": 7.160,
  "charge": -1,
  "lumo_ev": 4.368,
  "relative_energy_kj_mol": 184.0,
  "e_homo_ev": -2.79,
  "max_force_ha_per_bohr": 0.0421,
  "elements": ["C", "N", "C", "N", "H", "H", "H", "H", "H", "H", "N", "C", "O", "H", "H", "H", "H"],
  "coordinates": [[0.624, 1.900, -0.735], [-0.755, 2.030, -0.239], [-1.111, 1.111, 0.763], [-2.352, 0.884, 0.928], [0.790, 2.720, -1.475], [1.402, 2.006, 0.062], [0.806, 0.923, -1.232], [-1.559, 2.167, -0.885], [-0.377, 0.882, 1.524], [-2.452, 0.495, 1.867], [0.652, -2.721, -0.823], [0.917, -1.749, 0.276], [0.185, -0.625, 0.074], [0.873, -3.690, -0.593], [-0.343, -2.626, -1.006], [0.668, -2.178, 1.250], [2.031, -1.529, 0.244]],
  "atomic_forces_ev_per_a": [[0.24, 0.48, -1.35], [0.40, -1.16, 0.66], [-0.52, 2.10, 0.08], [-0.71, -0.25, 0.61], [-0.01, -0.34, 0.49], [-0.97, -0.03, -0.36], [-0.16, 0.56, 0.45], [1.29, -0.33, 0.41], [0.30, 0.16, -0.37], [-0.21, -0.34, -0.38], [0.16, -0.17, -0.28], [-0.10, 1.53, -0.75], [0.62, -1.27, -0.19], [-0.15, 0.18, 0.18], [0.04, -0.13, 0.04], [0.15, -0.60, 0.61], [-0.36, -0.39, 0.15]]
}

---

- What is the formula in the third record?
  C3H10N3